[1]
This record from the OMol25 dataset describes a structure of composition C26H23MgN6PSe2Te. The level of theory is the ωB97M-V functional and the def2-TZVPD basis.

Multiplicity: 1
Charge: 0
Total energy in hartree: -6945.6518
Orbital gap in eV: 5.91
HOMO energy in eV: -6.2

Last column: Mulliken charge in e.
CARTESIAN COORDINATES (ANGSTROEM)
Mg: 0.51 0.21 0.12  0.60
Se: 1.22 -2.32 0.24  -0.56
P: 3.14 -1.56 -0.47  0.07
Se: 3.06 0.60 -0.61  -0.55
C: 3.56 -2.32 -2.06  1.08
C: 3.34 -3.69 -2.24  -0.37
C: 3.70 -4.30 -3.42  -0.70
C: 4.28 -3.55 -4.44  -0.41
C: 4.48 -2.19 -4.27  -0.61
C: 4.12 -1.57 -3.08  -0.33
C: 4.45 -2.10 0.65  0.98
C: 5.54 -1.27 0.91  -0.32
C: 6.58 -1.72 1.71  -0.65
C: 6.53 -2.99 2.27  -0.41
C: 5.44 -3.82 2.02  -0.73
C: 4.40 -3.37 1.21  -0.24
H: 2.88 -4.27 -1.45  0.23
H: 3.53 -5.36 -3.56  0.38
H: 4.55 -4.02 -5.38  0.38
H: 4.92 -1.60 -5.07  0.38
H: 4.27 -0.51 -2.95  0.26
H: 5.57 -0.28 0.48  0.27
H: 7.42 -1.07 1.91  0.39
H: 7.33 -3.34 2.90  0.38
H: 5.39 -4.80 2.45  0.38
H: 3.54 -4.01 1.04  0.25
N: -2.11 -2.00 -0.35  -0.31
C: -2.42 -0.92 0.39  0.50
N: -3.64 -0.90 0.91  -0.72
C: -3.92 0.20 1.63  0.49
N: -5.10 0.21 2.29  -0.37
N: -3.14 1.27 1.76  -0.35
C: -2.04 1.22 1.02  -0.38
N: -1.51 0.07 0.51  0.12
C: -1.09 2.37 1.16  0.82
C: -1.43 3.50 1.89  -0.72
C: -0.55 4.56 1.91  -0.49
C: 0.65 4.46 1.20  -0.74
C: 0.95 3.27 0.59  0.00
N: 0.12 2.21 0.60  -0.08
H: -2.73 -2.79 -0.30  0.25
H: -1.18 -2.12 -0.73  0.04
H: -5.76 -0.51 2.05  0.26
H: -5.44 1.10 2.59  0.26
H: -2.39 3.52 2.40  0.50
H: -0.79 5.46 2.46  0.43
H: 1.35 5.28 1.15  0.40
H: 1.89 3.12 0.08  0.31
Te: -2.89 2.44 -1.42  -0.01
C: -4.87 2.62 -0.77  -0.17
C: -5.93 2.12 -1.53  -0.39
C: -7.24 2.22 -1.09  -0.51
C: -7.52 2.83 0.13  -0.39
C: -6.48 3.33 0.90  -0.59
C: -5.17 3.23 0.45  -0.06
H: -5.72 1.63 -2.47  0.36
H: -8.04 1.83 -1.69  0.36
H: -8.55 2.91 0.48  0.40
H: -6.69 3.82 1.84  0.41
H: -4.37 3.64 1.05  0.20

***

[2]
This record from the OMol25 dataset describes a cluster of 12 separate species, C43H108N2O17 in total in a non-equilibrium geometry. The level of theory is the ωB97M-V functional and the def2-TZVPD basis.

Multiplicity: 1
SMILES: CC1(C)CCCC(C)(C)N1O.CC1(C)CCCC(C)(C)N1O.CC(C)O.CC(C)O.CC(C)O.CC(C)O.CC(C)O.OCCO.OCCO.OCCO.OCCO.OCCO
Charge: 0
Total energy in hartree: -3091.5487
Orbital gap in eV: 9.33
HOMO energy in eV: -8.8

Last column: Mulliken charge in e.
CARTESIAN COORDINATES (ANGSTROEM)
C: 0.22 0.70 -6.13  -1.99
C: -0.33 1.16 -4.77  2.83
C: -0.02 2.60 -4.42  -0.44
C: -0.74 3.55 -5.43  -0.98
C: -2.23 3.26 -5.46  -1.54
C: -2.62 1.83 -5.51  1.83
N: -1.78 1.05 -4.56  1.43
O: -2.17 -0.29 -4.64  -0.79
C: -4.13 1.72 -5.12  -1.65
C: -2.67 1.25 -6.95  -1.71
C: 0.29 0.25 -3.72  -2.43
H: 0.20 1.50 -6.96  0.28
H: -0.33 -0.18 -6.54  0.29
H: 1.24 0.58 -6.03  0.60
H: -0.07 2.77 -3.33  -0.69
H: 1.06 2.67 -4.63  0.70
H: -0.20 3.39 -6.38  0.47
H: -0.68 4.58 -5.22  0.58
H: -2.75 3.82 -6.24  0.51
H: -2.64 3.60 -4.54  0.31
H: -4.50 0.75 -5.33  0.48
H: -4.33 2.02 -4.07  -0.30
H: -4.63 2.42 -5.77  0.64
H: -1.77 1.40 -7.56  0.31
H: -2.88 0.17 -6.78  0.39
H: -3.56 1.57 -7.47  0.46
H: 0.15 -0.81 -3.91  0.37
H: -0.25 0.39 -2.84  -0.45
H: 1.35 0.49 -3.61  0.86
H: -2.45 -0.57 -3.69  -0.13
C: 1.44 0.52 6.86  -1.48
C: 2.86 -0.14 6.67  2.13
C: 3.20 -1.06 7.81  -1.51
C: 2.43 -2.39 7.91  -0.71
C: 2.67 -3.11 6.59  -1.56
C: 2.19 -2.28 5.38  2.60
N: 2.94 -1.02 5.45  -0.28
O: 2.59 -0.21 4.32  0.21
C: 2.68 -2.99 4.18  -1.94
C: 0.68 -2.20 5.27  -1.60
C: 3.95 0.94 6.63  -1.89
H: 1.45 1.47 7.37  0.47
H: 0.88 -0.22 7.41  0.41
H: 1.06 0.77 5.85  0.06
H: 4.28 -1.28 7.77  0.34
H: 2.94 -0.50 8.73  0.38
H: 1.37 -2.35 8.22  0.35
H: 2.88 -2.93 8.71  0.44
H: 2.30 -4.13 6.57  0.50
H: 3.77 -3.24 6.51  0.40
H: 2.64 -4.09 4.33  0.36
H: 2.15 -2.76 3.23  0.06
H: 3.74 -2.80 3.99  0.47
H: 0.30 -1.30 4.70  -0.06
H: 0.28 -3.09 4.80  0.37
H: 0.16 -2.10 6.20  0.40
H: 4.13 1.28 7.62  0.54
H: 3.67 1.82 5.97  0.16
H: 4.94 0.58 6.27  0.36
H: 3.42 -0.01 3.91  0.14
C: 0.15 7.09 -2.45  -1.73
C: -0.16 5.63 -2.32  1.56
C: 0.43 4.84 -1.18  -0.85
O: -1.64 5.54 -2.18  -0.65
H: -0.37 7.49 -3.28  0.48
H: 1.26 7.18 -2.52  0.31
H: -0.23 7.66 -1.57  0.34
H: 0.17 5.17 -3.24  -0.30
H: 0.01 3.86 -1.01  -0.35
H: 0.25 5.43 -0.33  0.56
H: 1.50 4.70 -1.25  0.30
H: -1.93 4.68 -2.47  0.17
C: 0.32 1.45 0.05  1.42
C: 0.28 -0.04 0.07  1.86
C: 1.05 -0.64 1.21  -1.02
O: -1.04 -0.63 0.12  0.30
H: 1.43 1.78 0.02  -1.02
H: -0.22 1.79 0.99  0.44
H: -0.22 1.72 -0.85  -1.48
H: 0.63 -0.46 -0.91  -0.64
H: 1.04 -1.67 1.13  -0.14
H: 0.74 -0.24 2.19  0.12
H: 2.09 -0.23 1.25  0.25
H: -1.73 -0.27 0.77  -0.73
C: -4.45 -1.88 2.24  -1.31
C: -3.99 -0.45 2.67  0.26
C: -2.89 -0.52 3.72  -1.09
O: -3.49 0.26 1.50  -0.59
H: -5.30 -1.86 1.55  0.33
H: -4.79 -2.37 3.15  0.57
H: -3.66 -2.45 1.75  0.05
H: -4.88 0.07 3.02  0.49
H: -1.99 -0.79 3.22  -0.06
H: -3.10 -1.30 4.41  0.50
H: -2.79 0.43 4.25  0.42
H: -3.60 1.21 1.62  0.32
C: 1.78 4.47 2.47  -1.65
C: 2.32 3.15 2.83  2.06
C: 3.70 3.25 3.46  -1.63
O: 1.37 2.49 3.76  -0.64
H: 0.79 4.42 2.01  0.30
H: 2.45 4.91 1.73  0.37
H: 1.70 5.16 3.25  0.52
H: 2.33 2.49 2.04  -0.64
H: 3.60 3.74 4.42  0.38
H: 4.42 3.81 2.84  0.45
H: 4.15 2.26 3.60  0.21
H: 1.72 1.63 4.08  0.17
C: -5.30 -0.92 -2.52  -1.57
C: -4.22 -1.35 -1.52  1.90
C: -4.17 -2.90 -1.28  -1.24
O: -2.97 -0.87 -2.01  2.02
H: -5.14 0.11 -2.77  0.08
H: -6.28 -1.19 -2.17  0.45
H: -5.10 -1.62 -3.35  0.36
H: -4.39 -0.97 -0.52  -0.64
H: -4.05 -3.38 -2.25  0.39
H: -5.03 -3.28 -0.70  0.42
H: -3.29 -3.22 -0.66  -0.19
H: -2.29 -0.86 -1.31  -1.07
C: -3.04 2.26 -1.17  1.10
C: -4.58 2.66 -1.03  -0.58
O: -5.01 2.29 0.22  -0.64
O: -2.50 2.75 -2.33  0.41
H: -2.92 1.16 -0.97  -0.99
H: -2.47 2.76 -0.37  0.25
H: -5.21 2.17 -1.87  0.14
H: -4.71 3.75 -1.18  0.45
H: -4.96 1.35 0.26  0.30
H: -2.25 2.01 -2.94  -0.88
C: 3.65 -4.59 -1.03  -0.87
C: 3.46 -3.09 -0.76  0.51
O: 2.92 -2.28 -1.76  -0.49
O: 2.34 -5.22 -1.16  -0.57
H: 4.18 -5.06 -0.22  0.41
H: 4.29 -4.69 -1.93  0.38
H: 4.41 -2.65 -0.49  0.49
H: 2.79 -3.03 0.12  -0.45
H: 1.98 -2.47 -1.81  -0.17
H: 1.93 -5.05 -2.04  0.33
C: -1.06 -5.73 0.63  -0.89
C: -0.32 -4.55 1.30  0.61
O: 1.09 -4.82 1.28  -0.64
O: -0.49 -6.20 -0.58  -0.53
H: -2.08 -5.40 0.40  0.34
H: -1.12 -6.54 1.33  0.38
H: -0.65 -4.41 2.34  0.42
H: -0.49 -3.71 0.60  -0.52
H: 1.44 -4.77 0.36  0.28
H: 0.47 -6.23 -0.48  0.36
C: 4.89 0.80 -1.51  -0.37
C: 3.73 1.80 -1.31  -0.17
O: 3.63 2.33 -0.01  -0.35
O: 6.21 1.37 -1.24  -0.57
H: 4.93 0.40 -2.55  0.46
H: 4.76 -0.01 -0.80  0.07
H: 2.82 1.20 -1.44  -0.02
H: 3.78 2.59 -2.04  0.33
H: 4.41 2.87 0.15  0.32
H: 6.85 0.90 -1.78  0.32
C: -0.99 -3.43 -2.94  0.37
C: -0.20 -4.33 -3.87  -0.82
O: 0.47 -5.38 -3.18  -0.66
O: -0.06 -2.90 -1.92  1.98
H: -1.71 -4.03 -2.43  0.30
H: -1.48 -2.64 -3.49  -0.37
H: 0.66 -3.70 -4.28  0.32
H: -0.91 -4.69 -4.60  0.38
H: -0.06 -5.86 -2.53  0.35
H: -0.55 -2.29 -1.33  -1.04